Record 1
# BH4NO3Rb

A molecular structure, BH4NO3Rb at a distorted geometry (the ωB97M-V functional and the def2-TZVPD basis, the OMol25 dataset).

Atoms and positions in Å:
Rb: 0.211 2.343 -1.187
N: -2.067 -0.818 -0.473
O: -3.159 -1.378 -0.635
O: -1.860 0.334 -0.733
O: -1.076 -1.338 0.150
B: 1.589 0.166 0.607
H: 2.125 0.925 0.059
H: 1.208 -0.491 -0.160
H: 2.267 -0.374 1.250
H: 0.762 0.632 1.121

Values from the calculation:
E_tot: -331.6404 hartree
total charge: -1
relative energy (zero: lowest compared OMol25 entry of this formula, charge and spin): 248.0 kJ/mol
multiplicity: 1
Kohn-Sham gap: 5.32 eV

***

Record 2
# BaCoH12O7

A molecular structure, BaCoH12O7 at a distorted geometry (the ωB97M-V functional and the def2-TZVPD basis, the OMol25 dataset).

Atoms and positions in Å:
Ba: 2.118 0.675 2.162
Co: 1.218 0.247 -1.430
O: 2.717 1.092 -0.487
H: 3.692 1.029 -0.501
O: 0.405 -0.400 0.409
H: -0.371 -0.111 0.927
O: -0.448 2.208 2.004
H: -0.929 1.636 2.602
H: -0.954 3.020 1.990
O: -0.303 -0.681 -2.458
H: -0.279 -1.638 -2.459
H: -1.234 -0.464 -2.489
O: -0.032 1.913 -1.481
H: -0.411 2.425 -2.196
H: -0.531 2.177 -0.708
O: -2.393 -1.524 0.610
H: -1.460 -1.726 0.540
H: -2.705 -1.513 -0.295
O: 0.386 -3.018 0.890
H: 0.544 -2.083 0.761
H: 0.967 -3.262 1.610

Values from the calculation:
E_tot: -1941.8988 hartree
total charge: +1
relative energy (zero: lowest compared OMol25 entry of this formula, charge and spin): 0.0 kJ/mol
multiplicity: 5
Kohn-Sham gap (spin up / spin down): 3.60 / 9.55 eV
<S²>: 6.0063

***

Q: Look up the multiplicity of the second one.
A: 5

***

Q: Number 2 is which compound?
A: BaCoH12O7

***

Repeat the second record exactly.
# BaCoH12O7

A molecular structure, BaCoH12O7 at a distorted geometry (the ωB97M-V functional and the def2-TZVPD basis, the OMol25 dataset).

Atoms and positions in Å:
Ba: 2.118 0.675 2.162
Co: 1.218 0.247 -1.430
O: 2.717 1.092 -0.487
H: 3.692 1.029 -0.501
O: 0.405 -0.400 0.409
H: -0.371 -0.111 0.927
O: -0.448 2.208 2.004
H: -0.929 1.636 2.602
H: -0.954 3.020 1.990
O: -0.303 -0.681 -2.458
H: -0.279 -1.638 -2.459
H: -1.234 -0.464 -2.489
O: -0.032 1.913 -1.481
H: -0.411 2.425 -2.196
H: -0.531 2.177 -0.708
O: -2.393 -1.524 0.610
H: -1.460 -1.726 0.540
H: -2.705 -1.513 -0.295
O: 0.386 -3.018 0.890
H: 0.544 -2.083 0.761
H: 0.967 -3.262 1.610

Values from the calculation:
E_tot: -1941.8988 hartree
total charge: +1
relative energy (zero: lowest compared OMol25 entry of this formula, charge and spin): 0.0 kJ/mol
multiplicity: 5
Kohn-Sham gap (spin up / spin down): 3.60 / 9.55 eV
<S²>: 6.0063